(1)
# C5H15N3O

A 2-piece molecular cluster, C5H15N3O overall at a distorted geometry (the ωB97M-V functional and the def2-TZVPD basis, the Open Molecules 2025 dataset).

The calculation puts the largest force on an atom at 4.844 eV/Å. Its energy relative to the best compared isomer or geometry (same formula, charge and spin) is 90.36 kcal/mol. The calculation puts the gap between HOMO and LUMO at 9.4 eV. The SMILES is C=CN(N)N.CCCO.

Geometry as XYZ:
```
24
Properties=species:S:1:pos:R:3:forces:R:3
C -1.726121 -1.395233 1.047931 -0.7569 -0.7626 -1.3502
C -1.112442 -1.460265 -0.162534 -0.4107 0.5178 0.5590
N -1.162212 -0.472504 -1.118135 -0.4793 0.0137 -0.2608
N -0.651028 -0.805392 -2.375860 0.1251 -0.1463 -0.1707
N -2.215502 0.468297 -1.128693 0.2416 -0.0240 0.1902
H -2.529539 -0.696405 1.231321 0.1712 0.3008 0.1049
H -1.738291 -2.283109 1.657509 0.2700 -0.0533 0.1820
H -0.452404 -2.269354 -0.434331 0.1053 -0.0381 0.0320
H -1.391223 -1.121261 -3.004302 0.0518 0.1332 0.1944
H -0.226099 0.021596 -2.784481 -0.0832 -0.0985 0.1246
H -3.113812 0.020775 -0.942982 0.1577 -0.0722 0.0655
H -2.048366 1.168905 -0.408934 -0.0035 -0.1505 -0.1003
C 2.436345 1.591705 -0.236733 -0.1813 -0.0032 -0.0106
C 1.183531 1.187531 0.531502 0.0622 -0.1864 -0.0229
C 1.392881 -0.116949 1.287038 1.3134 0.9022 2.6568
O 0.511450 -0.328790 2.369603 -4.4599 -1.3129 -1.3587
H 3.271642 1.759403 0.444105 0.0314 -0.0413 -0.0358
H 2.263129 2.510019 -0.795626 0.0578 0.0517 -0.0577
H 2.713085 0.812553 -0.946471 0.1282 -0.0257 -0.0571
H 0.923093 1.968354 1.249452 -0.0151 -0.0991 0.0642
H 0.345453 1.084401 -0.163371 -0.0030 0.0134 0.0242
H 1.562043 -0.991601 0.650997 -0.0768 0.0251 -0.0263
H 2.184002 -0.000058 2.078341 1.1315 0.0859 -2.0980
H -0.419616 -0.652618 1.954653 2.6222 0.9701 1.3511
```
Positions in Å, forces in eV/Å.


(2)
# C5H15N3O

A 2-piece molecular cluster, C5H15N3O overall (the ωB97M-V functional and the def2-TZVPD basis, the Open Molecules 2025 dataset).

The calculation puts the largest force on an atom at 0.713 eV/Å. Its energy relative to the best compared isomer or geometry (same formula, charge and spin) is 27.76 kcal/mol. The calculation puts the gap between HOMO and LUMO at 10.4 eV. The SMILES is [H]/N=C/C(N)N.CC(C)O.

Geometry as XYZ:
```
24
Properties=species:S:1:pos:R:3:forces:R:3
H -1.916238 -2.462679 0.188088 -0.1834 0.1842 -0.2376
N -1.610400 -1.563322 0.551089 0.2399 -0.4768 0.4720
C -2.072086 -0.549309 -0.024217 -0.3277 0.2679 -0.3604
C -1.648907 0.828949 0.432947 0.1225 0.2917 0.1891
N -1.198022 0.887498 1.817385 0.1126 0.1585 -0.0993
N -2.713217 1.771266 0.154346 -0.1550 -0.1781 -0.1281
H -2.772526 -0.543020 -0.869674 0.0845 -0.1873 0.0103
H -0.797099 1.123526 -0.199217 -0.1147 -0.0917 0.0965
H -0.376993 0.304408 1.933765 -0.0291 -0.0874 0.0779
H -1.915910 0.499154 2.424014 0.1029 -0.0458 -0.0533
H -2.393129 2.702527 0.378286 -0.0199 0.0981 0.0728
H -3.514694 1.576357 0.747168 0.0215 0.0590 -0.0362
C 2.083158 0.812542 -0.095975 -0.1552 -0.3788 0.1412
C 1.634425 -0.644294 -0.227957 -0.1322 0.3924 -0.3937
C 1.540756 -1.053901 -1.698707 -0.0715 -0.0584 0.4695
O 2.488996 -1.504260 0.494738 0.3561 -0.2719 0.1838
H 1.409847 1.472920 -0.636124 -0.0375 0.1354 -0.0782
H 3.085453 0.932871 -0.508075 0.0812 0.0334 -0.0567
H 2.100670 1.108094 0.950665 0.0224 0.0637 0.0671
H 0.658726 -0.788771 0.245465 0.1268 0.0575 -0.1077
H 1.271808 -2.104627 -1.772671 -0.0298 -0.0930 -0.0391
H 2.496437 -0.902414 -2.199604 0.0974 0.0410 -0.0734
H 0.783519 -0.462616 -2.206076 -0.0819 0.0916 -0.1447
H 3.375424 -1.440899 0.120343 -0.0301 -0.0053 0.0280
```
Positions in Å, forces in eV/Å.


(3)
# C5H15N3O

A 2-piece molecular cluster, C5H15N3O overall at a distorted geometry (the ωB97M-V functional and the def2-TZVPD basis, the Open Molecules 2025 dataset).

The calculation puts the largest force on an atom at 3.730 eV/Å. Its energy relative to the best compared isomer or geometry (same formula, charge and spin) is 91.82 kcal/mol. The calculation puts the gap between HOMO and LUMO at 8.7 eV. The SMILES is C[C@@](O)(CN)NN.C=C.

Geometry as XYZ:
```
24
Properties=species:S:1:pos:R:3:forces:R:3
C 0.763480 2.123958 -0.760053 -0.1506 -0.4043 -0.2503
C 0.164208 0.738772 -0.556476 0.4916 -0.4607 3.6684
O 0.675997 -0.146427 -1.440968 -0.6197 -3.0503 -0.5525
C 0.741527 0.231380 1.110914 -0.6333 2.1276 -2.1131
N 2.059627 -0.319930 1.039038 0.2379 -0.3492 0.0158
N -1.281948 0.677040 -0.601318 -0.6026 -0.2897 -0.1894
N -1.920236 1.655303 0.277825 0.2636 0.0608 -0.1310
H 0.300276 2.843421 -0.089720 -0.0297 -0.0134 0.0148
H 0.584557 2.434382 -1.790557 0.0333 0.0729 -0.0555
H 1.837339 2.103749 -0.589529 0.0975 0.0117 0.0069
H 0.289390 -1.129532 -1.183169 1.1961 3.4091 -0.6978
H 0.095364 -0.346540 1.765584 -0.1774 -0.2027 -0.4598
H 0.784538 1.218171 1.567469 0.2462 0.0842 0.3111
H 2.054102 -1.248273 0.630702 -0.1204 0.0116 0.0111
H 2.652974 0.229673 0.425351 -0.0937 0.0373 0.1189
H -1.576594 0.918206 -1.548831 0.1802 0.1269 0.1518
H -2.909352 1.422318 0.251179 0.0919 -0.0339 0.0923
H -1.612018 1.413462 1.216510 -0.0897 -0.0430 -0.0239
C -0.802234 -2.244986 0.651143 0.4604 -0.3911 -1.3366
C -0.366038 -2.581560 -0.582811 -1.2082 -1.4598 1.5407
H -0.227185 -2.473704 1.535358 0.1046 -0.0556 0.0579
H -1.725072 -1.704641 0.787155 -0.0849 0.0908 -0.0189
H 0.469341 -3.261115 -0.693754 0.3008 0.2438 -0.0222
H -1.052044 -2.553127 -1.421041 0.1061 0.4770 -0.1385
```
Positions in Å, forces in eV/Å.


(4)
# C5H15N3O

A 3-piece molecular cluster, C5H15N3O overall at a distorted geometry (the ωB97M-V functional and the def2-TZVPD basis, the Open Molecules 2025 dataset).

The calculation puts the largest force on an atom at 1.251 eV/Å. Its energy relative to the best compared isomer or geometry (same formula, charge and spin) is 118.48 kcal/mol. The calculation puts the gap between HOMO and LUMO (spin up / spin down) at 8.1 / 6.8 eV.

Geometry as XYZ:
```
24
Properties=species:S:1:pos:R:3:forces:R:3
C 1.072406 1.169255 0.191034 0.0741 -0.2832 -0.2583
C 0.577740 0.732001 1.570007 0.0598 0.1019 -0.1840
C 2.555598 0.853126 0.004131 -0.1191 0.1848 0.1498
N 0.250453 0.512042 -0.836453 0.8732 -0.1571 0.1498
O 0.950817 2.576759 0.020562 0.0403 -0.1883 0.0488
H 0.041321 2.830245 0.214063 -0.0139 -0.0539 -0.0237
H 0.157179 -0.512974 -0.745703 0.3457 0.8664 -0.0842
H 0.559629 0.776208 -1.770108 0.0745 -0.1101 0.1257
H -0.473466 0.996530 1.698945 -0.0132 0.0284 -0.0190
H 0.676228 -0.347040 1.690862 0.0376 -0.0133 0.0009
H 3.142311 1.364770 0.767831 0.0435 -0.0217 -0.0052
H 2.725426 -0.220636 0.079335 -0.0203 0.0091 0.0035
H 1.162104 1.233970 2.339998 -0.0009 -0.0247 0.0070
H 2.888365 1.199423 -0.974958 -0.0302 -0.0081 0.0081
C -1.972746 0.314478 -0.775565 -1.1369 -0.1989 -0.1676
C -1.154756 -1.988567 -0.526279 -0.3371 -1.1951 -0.1523
N -1.188161 -2.391036 0.788862 -0.0338 0.3716 0.0227
N -1.216074 -2.865937 -1.446629 0.1836 0.8765 0.2349
H -1.407911 -1.710939 1.494718 -0.0103 0.0171 -0.0448
H -1.496467 -3.339045 0.984778 0.0704 0.1794 -0.1573
H -1.125699 -2.478567 -2.381775 -0.0880 -0.0298 0.0185
H -2.452170 -0.171786 -1.612358 -0.1807 -0.3578 0.1471
H -2.351003 0.094713 0.211339 -0.2306 -0.0725 -0.0292
H -1.921122 1.373006 -0.986635 0.4123 0.0795 0.2090
```
Positions in Å, forces in eV/Å.


(5)
# C5H15N3O

C5H15N3O in the gas phase at a distorted geometry (the ωB97M-V functional and the def2-TZVPD basis, the Open Molecules 2025 dataset).

The calculation puts the largest force on an atom at 1.045 eV/Å. Its energy relative to the best compared isomer or geometry (same formula, charge and spin) is 18.81 kcal/mol. The calculation puts the gap between HOMO and LUMO at 10.1 eV. The SMILES is C[C@@H](O)[C@@H](N)[C@@H](N)CN.

Geometry as XYZ:
```
24
Properties=species:S:1:pos:R:3:forces:R:3
C -2.166758 1.215462 -0.060763 0.0815 0.1570 0.1857
C -1.838509 -0.266977 -0.230892 0.0090 0.1562 -1.0329
O -2.650505 -0.759231 -1.307056 0.4592 -0.0719 0.0008
C -0.349677 -0.571120 -0.576037 -0.1157 0.2869 0.1065
N -0.038565 0.028589 -1.892056 0.1938 0.2366 0.3678
C 0.609658 -0.232854 0.618511 -0.0301 -0.4088 -0.1904
N 0.940119 -1.446650 1.405114 -0.1435 0.0623 -0.3600
C 1.919389 0.490974 0.208403 -0.1406 -0.3005 0.6259
N 2.884859 0.560768 1.314810 -0.2362 -0.2984 0.0780
H -3.238310 1.342645 0.129820 0.2176 -0.1588 0.0177
H -1.953636 1.783467 -0.972712 0.0837 -0.1547 0.0572
H -1.619085 1.670033 0.768275 -0.0239 0.0308 -0.0112
H -2.132674 -0.812382 0.672062 0.1078 -0.0390 -0.0990
H -2.140027 -0.548739 -2.116039 -0.2592 -0.1199 0.4098
H -0.296833 -1.653349 -0.760774 -0.0113 0.1608 0.2124
H 0.081824 1.037992 -1.805038 -0.0603 -0.2433 -0.0791
H 0.853827 -0.334892 -2.230591 -0.4150 0.1184 0.0378
H 0.096928 0.433767 1.320568 -0.0225 -0.0256 -0.0635
H 0.081014 -1.913712 1.697421 0.2375 0.1717 -0.0341
H 1.424212 -2.113101 0.800828 -0.1315 0.1037 0.1111
H 2.407951 -0.029327 -0.621633 -0.0529 0.0362 0.0138
H 1.690680 1.511334 -0.119306 0.0245 -0.1991 -0.0538
H 2.427970 1.009277 2.110501 0.1392 0.0667 -0.1993
H 3.006148 -0.401975 1.646586 0.0891 0.4329 -0.1011
```
Positions in Å, forces in eV/Å.